Here is a structure of composition C25H31IrN3O2PS at a distorted geometry from the OMol25 dataset. Energies are from ωB97M-V with the def2-TZVPD basis set.

The spin multiplicity is 2. For the total energy, the calculation gives -2128.8637 a.u. As for the expectation value of S²: 0.762. The value obtained for the LUMO energy (alpha / beta) is -10.225 / -11.838 eV. The frontier orbital gap (alpha / beta) is 7.193 / 5.698 eV. As for the charge: +3. The value obtained for the highest occupied orbital energy (alpha / beta) is -0.6401 / -0.6444 hartree.

XYZ file:
```
64
Properties=species:S:1:pos:R:3:mulliken_charge:R:1
Ir 0.586 -0.366 -0.022 1.3437
N 2.078 0.531 1.014 -0.3134
C 2.645 1.809 0.515 0.1024
C 3.969 1.827 0.159 -0.8410
C 4.547 3.030 -0.272 -0.7731
C 3.786 4.175 -0.346 -0.9015
C 2.430 4.136 -0.010 -0.5087
C 1.842 2.949 0.403 0.8862
P 0.090 2.785 0.773 0.4995
C -0.678 4.382 0.689 0.2711
C -1.413 4.840 -0.421 -0.0648
C -1.974 6.107 -0.404 -0.7585
C -1.828 6.934 0.713 -0.4247
C -1.114 6.485 1.820 -0.7486
C -0.556 5.214 1.820 -0.1642
C -0.514 1.769 -0.599 0.4229
C 0.279 1.364 -1.703 -0.3239
C -0.331 0.749 -2.818 -0.8518
C -1.689 0.535 -2.832 -0.5039
C -2.486 0.909 -1.728 -0.9325
C -1.917 1.500 -0.632 -0.5368
H 1.678 0.652 1.953 0.3397
H 2.847 -0.133 1.115 0.6077
H 4.577 0.933 0.238 0.4586
H 5.596 3.053 -0.535 0.4501
H 4.230 5.103 -0.677 0.4624
H 1.833 5.034 -0.093 0.4913
H -1.528 4.224 -1.304 0.3867
H -2.520 6.454 -1.271 0.4431
H -2.274 7.920 0.719 0.4517
H -1.000 7.115 2.692 0.4440
H -0.030 4.869 2.703 0.4200
H 1.316 1.673 -1.773 0.4960
H 0.279 0.486 -3.672 0.5459
H -2.158 0.096 -3.703 0.5071
H -3.555 0.741 -1.755 0.6004
H -2.536 1.797 0.208 0.4920
C -1.774 -1.974 -0.099 -0.3549
O -1.660 -1.493 1.247 -0.2853
C -0.736 -0.580 1.440 0.4944
O -0.602 0.117 2.398 -0.5430
H -2.747 -1.683 -0.487 0.3972
H -1.680 -3.056 -0.090 0.0053
H -0.984 -1.546 -0.761 0.2025
C -1.222 -5.445 2.912 -1.4900
C -0.482 -5.551 1.593 -0.2071
N 0.328 -4.326 1.400 0.0299
C 0.827 -3.775 0.314 0.2903
S 1.761 -2.276 0.578 -0.5020
N 0.779 -4.248 -0.915 -0.0178
C 0.385 -5.583 -1.424 -0.5171
C -0.952 -5.556 -2.139 -0.9969
H -1.848 -6.325 3.050 0.4005
H -1.864 -4.564 2.940 0.3547
H -0.526 -5.404 3.751 0.4246
H -1.178 -5.642 0.759 0.2361
H 0.181 -6.417 1.590 0.3734
H 0.559 -3.838 2.256 0.3239
H 1.230 -3.653 -1.596 0.2824
H 0.395 -6.288 -0.601 0.2928
H 1.184 -5.885 -2.100 0.3882
H -1.767 -5.282 -1.466 0.2233
H -1.172 -6.546 -2.537 0.3771
H -0.941 -4.860 -2.978 0.3429
```